[1]
Below is a 17-piece molecular cluster, C31H79N17O27 overall at a distorted geometry, with properties calculated with wB97M-V/def2-TZVPD.

The total energy comes out at -114014.345 eV. Its total charge is 0. For the lowest unoccupied orbital energy, the calculation gives -0.1 eV. The value obtained for the HOMO energy is -9.2859 eV. The value obtained for the frontier orbital gap is 9.200 eV.

Each line ends with the Mulliken charge.
Atoms and positions in Å:
C -7.053 -15.353 23.337  0.331
O -5.924 -15.795 23.563  -0.669
N -7.481 -14.142 23.702  0.129
C -8.828 -13.546 23.363  -0.872
C -6.615 -13.135 24.357  -1.023
H -7.908 -16.059 23.104  0.214
H -8.813 -12.799 22.549  0.284
H -9.302 -13.131 24.252  0.341
H -9.432 -14.370 22.978  0.262
H -6.644 -12.194 23.808  0.348
H -6.863 -12.950 25.383  0.331
H -5.597 -13.521 24.302  0.294
C -7.608 -18.310 17.518  -0.451
O -7.908 -19.231 18.276  0.070
N -6.771 -17.316 17.708  1.040
C -6.402 -16.409 16.594  -0.628
C -5.908 -17.295 18.909  1.221
H -8.200 -18.215 16.620  0.157
H -6.603 -16.970 15.683  0.236
H -5.322 -16.120 16.690  -0.170
H -7.040 -15.540 16.655  0.009
H -6.186 -18.090 19.560  -0.278
H -4.925 -17.435 18.531  -0.572
H -5.976 -16.290 19.357  -0.467
C -10.688 -25.427 18.052  0.247
O -10.599 -25.458 16.853  -0.564
N -11.429 -24.563 18.789  0.120
C -11.244 -24.383 20.194  -0.704
C -12.222 -23.557 18.148  -1.097
H -10.116 -26.040 18.821  0.199
H -12.278 -24.198 20.611  0.291
H -10.660 -23.510 20.521  0.248
H -10.773 -25.264 20.681  0.297
H -13.341 -23.671 18.336  0.322
H -12.005 -22.551 18.463  0.360
H -12.228 -23.744 17.071  0.319
C -8.199 -9.914 12.781  0.141
O -8.347 -9.851 11.595  -0.598
N -7.445 -10.797 13.399  0.185
C -6.564 -11.579 12.576  -0.754
C -7.179 -10.773 14.852  -0.543
H -8.676 -9.214 13.469  0.336
H -6.978 -11.391 11.575  0.340
H -6.544 -12.609 12.846  0.029
H -5.608 -11.114 12.586  0.354
H -7.339 -11.770 15.146  -0.163
H -6.215 -10.425 15.131  0.429
H -7.915 -10.200 15.407  0.325
C -6.618 -13.716 19.937  -0.163
O -5.565 -13.579 20.519  -0.632
N -7.100 -12.881 19.064  0.180
C -6.355 -11.713 18.628  -0.861
C -8.145 -13.209 18.213  0.325
H -7.272 -14.565 20.076  0.872
H -5.464 -11.645 19.173  0.345
H -6.906 -10.797 18.628  0.373
H -6.102 -11.857 17.569  0.042
H -8.429 -14.249 18.389  -0.420
H -9.060 -12.585 18.404  0.363
H -7.894 -13.088 17.172  -0.505
C -10.867 -14.919 16.505  -0.475
O -10.133 -15.867 16.661  -0.058
N -10.761 -14.099 15.452  0.582
C -11.635 -12.996 15.132  -0.999
C -9.593 -14.346 14.605  -0.461
H -11.715 -14.684 17.187  0.321
H -12.583 -13.286 15.534  0.402
H -11.715 -13.012 14.024  0.310
H -11.269 -12.022 15.540  0.248
H -9.386 -15.414 14.560  -0.124
H -9.779 -13.918 13.628  0.563
H -8.679 -13.804 15.032  -0.287
C -2.760 -14.455 18.585  0.311
O -2.505 -15.072 17.530  -0.770
N -1.859 -14.201 19.567  0.322
C -2.123 -13.262 20.714  -0.890
C -0.615 -14.940 19.484  -1.053
H -3.706 -13.842 18.665  0.131
H -3.198 -13.206 20.846  0.237
H -1.729 -12.254 20.441  0.292
H -1.662 -13.604 21.616  0.382
H 0.255 -14.384 19.836  0.427
H -0.688 -15.849 20.013  0.346
H -0.394 -15.251 18.439  0.265
C -3.561 -16.429 21.491  -0.229
N -3.824 -17.798 22.002  0.912
O -2.970 -18.399 22.704  -0.663
O -4.889 -18.285 21.707  -0.334
H -2.543 -16.209 21.754  0.356
H -4.280 -15.762 22.013  0.079
H -3.602 -16.421 20.420  -0.195
C -8.394 -22.434 17.656  -0.340
N -8.463 -21.511 16.471  1.208
O -9.461 -20.830 16.339  -0.551
O -7.587 -21.710 15.621  -0.715
H -9.410 -22.882 17.739  -0.048
H -8.233 -21.784 18.504  0.102
H -7.615 -23.213 17.454  0.290
C -7.240 -16.506 12.162  -0.964
N -6.189 -15.612 12.596  1.037
O -5.121 -15.647 12.032  -0.568
O -6.393 -14.972 13.622  -0.497
H -6.781 -17.365 11.678  0.346
H -7.861 -16.042 11.385  0.294
H -7.782 -16.855 13.039  0.293
C -3.352 -13.439 14.695  -0.738
N -4.457 -12.942 15.607  0.828
O -4.490 -11.769 15.876  -0.609
O -5.296 -13.715 16.033  0.087
H -2.686 -14.188 15.218  0.046
H -2.799 -12.541 14.479  0.379
H -3.872 -13.917 13.877  0.219
C -5.198 -20.546 13.485  -0.546
N -4.643 -19.197 13.901  0.840
O -5.344 -18.210 13.571  -0.432
O -3.607 -19.177 14.493  -0.529
H -6.035 -20.778 14.142  0.127
H -4.365 -21.242 13.530  0.299
H -5.597 -20.293 12.481  0.287
C -4.121 -21.390 21.245  -0.671
N -4.300 -21.020 19.801  0.804
O -5.290 -20.492 19.368  -0.255
O -3.352 -21.324 19.105  -0.572
H -4.943 -20.891 21.776  0.113
H -3.133 -21.098 21.504  0.295
H -4.286 -22.449 21.282  0.312
C -11.020 -18.002 18.946  -0.639
N -10.554 -16.792 19.654  0.895
O -9.405 -16.728 20.049  -0.358
O -11.350 -15.866 19.805  -0.604
H -11.757 -17.649 18.249  0.333
H -11.366 -18.728 19.672  0.394
H -10.159 -18.389 18.397  -0.105
C -7.974 -19.746 21.628  0.305
N -8.319 -21.177 21.257  0.986
O -9.450 -21.395 20.925  -0.602
O -7.421 -22.031 21.249  -0.575
H -8.239 -19.152 20.780  -0.238
H -6.900 -19.716 21.818  -0.305
H -8.548 -19.522 22.537  0.332
C -2.626 -18.163 17.271  -0.649
N -1.737 -18.140 18.377  1.182
O -0.566 -18.083 18.104  -0.628
O -2.208 -18.217 19.515  -0.477
H -2.089 -18.148 16.346  0.431
H -3.288 -17.258 17.414  -0.261
H -3.340 -18.931 17.415  0.339
C -10.983 -18.362 14.955  -0.274
N -11.763 -17.267 14.285  1.076
O -11.290 -16.782 13.270  -0.604
O -12.694 -16.865 14.932  -0.585
H -10.358 -17.885 15.707  -0.297
H -10.434 -18.977 14.246  0.320
H -11.703 -18.902 15.588  0.311

=====

[2]
Below is a 6-piece molecular cluster, C31H79N5O11 overall at a distorted geometry, with properties calculated with wB97M-V/def2-TZVPD.

The calculation puts the energy above the lowest of the compared OMol25 structures with the same formula, charge and spin at 200.2 kJ/mol. The total energy comes out at -63391.262 eV. Its total charge is 0. For the lowest unoccupied orbital energy, the calculation gives 0.5 eV. The value obtained for the HOMO energy is -8.4444 eV. The value obtained for the frontier orbital gap is 8.978 eV.

Each line ends with the Mulliken charge.
Atoms and positions in Å:
C 17.708 15.568 15.031  -0.889
O 17.432 15.008 16.298  0.007
C 18.628 14.616 16.949  -0.639
C 18.285 14.096 18.346  -1.012
N 17.630 12.794 18.289  -0.205
C 18.412 11.721 17.623  -0.382
C 17.394 10.564 17.385  -1.041
O 16.258 10.914 16.555  0.123
C 15.454 9.683 16.448  -0.938
H 16.774 15.800 14.518  0.161
H 18.175 14.824 14.386  0.373
H 18.260 16.507 15.071  0.340
H 19.304 15.468 17.016  0.517
H 19.262 13.912 16.411  0.393
H 17.698 14.849 18.871  0.354
H 19.245 14.056 18.861  0.424
H 16.771 12.798 17.759  0.098
H 19.320 11.395 18.130  0.442
H 18.720 12.001 16.615  0.176
H 17.132 10.197 18.377  0.404
H 18.015 9.771 16.969  0.471
H 15.978 8.880 15.930  0.358
H 14.594 9.877 15.807  0.243
H 15.168 9.287 17.422  0.329
C 14.649 16.202 17.521  -0.751
O 13.287 16.154 17.864  -0.125
C 12.519 17.233 17.295  -0.712
C 10.984 16.999 17.634  -0.463
N 10.583 15.721 16.931  -0.011
C 9.201 15.331 17.196  -0.992
C 8.826 15.211 18.716  0.152
O 8.447 16.423 19.318  -0.454
C 8.421 16.363 20.738  -0.637
H 14.728 16.087 16.440  0.204
H 15.243 15.376 17.910  0.066
H 15.161 17.131 17.775  0.493
H 12.608 17.244 16.209  0.276
H 12.790 18.195 17.731  0.479
H 10.416 17.907 17.430  0.467
H 10.955 16.850 18.714  0.219
H 11.135 14.993 17.361  -0.212
H 8.951 14.379 16.726  0.096
H 8.554 16.068 16.722  0.581
H 9.670 14.701 19.180  -0.280
H 8.038 14.488 18.927  0.784
H 7.559 15.821 21.126  0.311
H 8.421 17.356 21.187  0.281
H 9.340 15.926 21.128  0.162
C 16.471 12.025 13.517  -0.186
O 15.272 12.804 13.229  -0.494
C 14.466 13.152 14.438  0.835
C 13.519 14.300 14.060  -0.309
N 12.301 13.955 13.289  -0.334
C 11.442 13.072 14.087  0.051
C 10.200 12.889 13.224  -0.247
O 10.457 12.297 11.911  -0.353
C 9.368 11.455 11.549  -0.759
H 16.138 11.142 14.062  0.039
H 17.086 12.584 14.223  -0.057
H 17.009 11.732 12.616  0.345
H 15.049 13.468 15.303  -0.049
H 13.821 12.326 14.737  -0.365
H 14.029 15.182 13.672  0.415
H 13.194 14.716 15.014  -0.181
H 11.839 14.854 13.279  0.371
H 11.131 13.494 15.042  -0.104
H 11.866 12.097 14.327  0.271
H 9.674 13.843 13.204  0.328
H 9.570 12.302 13.892  -0.116
H 9.500 10.411 11.835  0.281
H 9.220 11.527 10.472  0.292
H 8.435 11.664 12.073  0.302
C 14.580 14.559 30.417  -0.697
O 14.504 15.448 29.312  -0.372
C 14.340 14.746 28.073  -0.519
C 13.880 15.656 26.942  -0.612
N 14.019 15.024 25.579  -0.363
C 13.357 13.701 25.403  -0.514
C 13.622 13.228 23.988  -0.732
O 12.748 13.904 23.085  -0.289
C 12.756 13.441 21.726  -0.678
H 13.634 14.033 30.539  0.287
H 14.766 14.954 31.416  0.287
H 15.320 13.797 30.172  0.289
H 13.643 13.911 28.140  0.365
H 15.312 14.309 27.844  0.371
H 14.455 16.576 27.039  0.372
H 12.872 15.961 27.222  0.288
H 13.482 15.546 24.901  0.243
H 12.278 13.700 25.552  0.275
H 13.718 12.962 26.119  0.436
H 13.473 12.154 23.877  0.408
H 14.611 13.462 23.594  0.332
H 12.538 12.374 21.701  0.275
H 13.708 13.437 21.194  0.328
H 12.091 14.083 21.149  0.167
C 9.795 6.968 20.865  -0.860
O 10.372 8.134 20.364  -0.276
C 9.724 8.564 19.149  -0.684
C 10.586 9.707 18.623  -0.873
N 10.446 10.968 19.474  -0.546
C 9.033 11.469 19.358  -1.352
C 8.563 11.680 17.940  0.095
O 8.075 10.553 17.290  -0.313
C 7.252 10.663 16.083  -0.611
H 10.232 6.766 21.842  0.286
H 9.928 6.065 20.269  0.308
H 8.772 7.107 21.215  0.334
H 8.692 8.901 19.246  0.275
H 9.670 7.778 18.396  0.538
H 10.340 9.932 17.585  0.457
H 11.599 9.311 18.676  0.439
H 10.625 10.682 20.427  0.297
H 9.053 12.390 19.940  0.696
H 8.349 10.841 19.929  0.530
H 9.262 12.122 17.230  -0.184
H 7.676 12.312 17.984  0.668
H 6.440 11.380 16.208  0.332
H 6.894 9.685 15.762  0.279
H 7.791 11.100 15.242  0.045
C 12.969 12.577 17.772  -0.769
O 11.767 13.090 18.217  0.552
H 13.650 12.184 18.528  0.354
H 12.933 11.810 16.998  0.215
H 13.449 13.411 17.260  -0.155
H 11.310 12.393 18.692  -0.041

=====

- What is the total charge in the second record?
  0